{"formula": "C51H65CrN6O2P", "method": "ωB97M-V/def2-TZVPD", "species": ["Cr", "P", "O", "O", "N", "N", "N", "N", "N", "N", "C", "C", "C", "C", "C", "C", "C", "C", "C", "C", "C", "C", "C", "C", "C", "C", "C", "C", "C", "C", "C", "C", "C", "C", "C", "C", "C", "C", "C", "C", "C", "C", "C", "C", "C", "C", "C", "C", "C", "C", "C", "C", "C", "C", "C", "C", "C", "C", "C", "C", "C", "H", "H", "H", "H", "H", "H", "H", "H", "H", "H", "H", "H", "H", "H", "H", "H", "H", "H", "H", "H", "H", "H", "H", "H", "H", "H", "H", "H", "H", "H", "H", "H", "H", "H", "H", "H", "H", "H", "H", "H", "H", "H", "H", "H", "H", "H", "H", "H", "H", "H", "H", "H", "H", "H", "H", "H", "H", "H", "H", "H", "H", "H", "H", "H", "H"], "positions_angstrom": [[0.67078, 0.07737, 0.99027], [-2.58725, 1.14275, 0.85289], [1.80256, -0.56261, -1.86254], [1.05505, 3.63603, -0.24145], [1.46962, 2.85251, -2.35745], [3.49564, 0.28229, 1.64300], [0.21741, -1.59920, 2.05527], [1.26964, 1.33785, -0.67108], [-1.12412, 0.71333, 1.04693], [2.74720, -0.51485, 1.06860], [6.06292, 1.81963, -4.05660], [0.98318, 2.73862, 2.60700], [-2.36185, 2.50103, 3.27718], [2.88877, 1.39053, 2.18627], [-0.75434, 0.30473, -6.13730], [-0.18075, 1.89122, -4.41707], [1.49876, 1.54765, 2.07076], [5.68196, 1.16458, -2.89487], [-1.42937, -6.14387, 0.63114], [-3.15984, -0.57117, -1.21988], [-1.77744, 2.20208, -1.59033], [-1.05660, -4.71073, 0.32584], [0.97086, 1.17763, -4.11824], [3.36166, 1.64128, -3.36076], [-0.40502, -2.86075, 4.22975], [-2.16615, 3.81516, 0.24142], [-0.57445, -3.91195, 1.35817], [-5.16553, -0.12530, 0.19617], [1.24230, 2.69529, -0.98719], [4.33817, 1.07630, -2.54636], [1.78854, 3.64494, 3.26384], [3.75074, 2.29801, -4.52816], [3.72789, 2.30889, 2.84508], [-0.36779, -2.11296, -0.18024], [-0.23638, -2.54688, 1.16740], [0.40066, -0.41587, -5.84070], [0.48865, -1.83676, 3.49877], [-0.77647, -2.36140, -2.63697], [-4.11537, 2.84854, -0.98750], [1.25724, 0.01637, -4.83923], [-0.80149, -2.89822, -1.22626], [-4.67537, 2.53645, 2.31033], [1.65295, 0.64925, -1.77172], [0.23992, -0.53039, 4.25638], [4.80697, -1.95070, 0.98268], [1.94713, -2.25560, 3.71735], [5.43939, -3.12306, 0.60335], [-3.29097, -1.54590, 1.06864], [-3.39970, 1.70729, 2.46916], [4.75616, -4.09692, -0.11984], [5.09212, 2.39146, -4.87347], [1.88662, 1.60769, -2.96756], [2.80245, -2.68706, -0.08872], [-3.64291, -0.30223, 0.21700], [3.17329, 3.43355, 3.39897], [3.46951, -1.71680, 0.64165], [3.43536, -3.86653, -0.46012], [-1.18694, -4.21493, -0.96459], [-1.04113, 1.45798, -5.42377], [-3.72141, 0.46103, 3.31315], [-2.72676, 2.54527, -0.41648], [-1.42795, -0.03857, -6.91509], [2.62512, -1.43644, 3.47466], [7.11041, 1.87956, -4.33062], [-0.07604, -1.10552, -0.45944], [-3.90331, 0.77822, 4.34668], [6.47451, -3.28010, 0.88256], [0.62952, -1.32339, -6.38834], [-4.02002, 3.70365, -1.66854], [-5.59181, -0.03741, 1.19711], [-1.94294, 2.02158, -5.63933], [5.34098, -1.20880, 1.55673], [-1.26602, -1.38655, -2.71835], [4.79349, 2.10741, 2.90134], [-0.46324, -4.38992, 2.30948], [-2.29341, 1.68280, -2.39721], [3.79408, 4.15375, 3.91538], [4.04836, 0.55452, -1.63894], [2.87872, -4.60359, -1.02845], [1.78356, -2.52457, -0.38648], [-1.41670, 1.96135, 3.31142], [-0.05946, -3.88624, 4.11642], [-0.36177, -2.63061, 5.29867], [5.24736, -5.02004, -0.40411], [1.34502, 4.54904, 3.66949], [-1.35670, 3.12893, -2.00042], [-0.40944, 2.78230, -3.84274], [-1.54958, -4.84974, -1.76982], [-5.49134, 0.73617, -0.38817], [-2.17576, 3.49496, 2.86899], [-4.50632, 2.01567, -1.57306], [6.43118, 0.71355, -2.25290], [-1.14963, 3.65566, 0.60216], [-3.49165, -1.56796, -1.53176], [5.37928, 2.90453, -5.78471], [-4.61483, -0.05807, 2.96929], [-1.44968, -2.78677, 3.91092], [-2.89019, -0.24576, 3.32120], [2.11239, -2.53120, 4.76605], [-2.30548, -1.45538, 1.52037], [-2.79409, 4.18165, 1.05490], [-2.72614, 2.62536, 4.30459], [-4.47844, 3.52271, 1.88794], [0.61463, -0.62388, 5.28169], [-0.83040, -0.31597, 4.29738], [-1.71492, -6.67662, -0.27778], [-0.94369, 1.58225, -1.25878], [-0.59382, -6.67934, 1.09155], [2.99247, 2.72856, -5.17588], [-3.27150, -2.44270, 0.43833], [-4.02313, -1.71408, 1.86078], [0.25678, -2.21253, -2.96470], [-5.11033, 2.68974, 3.30629], [1.85831, 3.73275, -2.65226], [-1.26710, -3.05171, -3.32867], [0.73745, 0.30714, 3.78063], [-3.56365, 0.15204, -1.93202], [-5.42841, 2.04095, 1.69472], [-0.06639, 2.95876, 2.48735], [-2.11755, 4.60539, -0.51629], [-2.27074, -6.19021, 1.32850], [-4.85255, 3.11437, -0.22749], [2.14437, -0.55660, -4.59266], [-5.60533, -1.02041, -0.26339], [-2.06902, -0.55241, -1.27733], [2.19586, -3.11415, 3.08424]], "mulliken_spin": [1.10, 0.05, 0.00, 0.00, 0.00, -0.03, -0.04, 0.01, -0.03, -0.04, 0.00, -0.03, 0.00, 0.02, 0.00, 0.00, -0.03, 0.00, 0.00, 0.00, 0.00, 0.00, 0.00, 0.00, 0.00, 0.00, -0.01, 0.00, -0.01, 0.00, 0.00, 0.00, 0.00, -0.02, -0.01, 0.00, 0.02, 0.00, 0.00, 0.00, 0.01, 0.00, -0.02, 0.00, 0.00, 0.00, 0.00, 0.00, 0.00, 0.00, 0.00, 0.00, 0.01, 0.02, 0.00, 0.02, 0.00, 0.00, 0.00, 0.00, 0.00, 0.00, 0.00, 0.00, 0.02, 0.00, 0.00, 0.00, 0.00, 0.00, 0.00, 0.00, 0.00, 0.00, 0.00, 0.00, 0.00, 0.00, 0.00, -0.03, 0.00, 0.00, 0.00, 0.00, 0.00, 0.00, 0.00, 0.00, 0.00, 0.00, 0.00, 0.00, 0.00, 0.00, 0.00, 0.00, 0.00, 0.00, 0.00, 0.01, 0.00, 0.00, 0.00, 0.00, 0.00, 0.00, 0.00, 0.00, 0.00, 0.00, 0.00, 0.00, 0.00, 0.00, 0.00, 0.00, 0.00, 0.00, 0.00, 0.00, 0.00, 0.00, 0.00, 0.00, 0.01, 0.00], "total_charge": -1, "energy_ha": -3847.30502, "homo_ev": [-3.998, -4.051], "multiplicity": 2, "homo_lumo_gap_ev": [6.31, 6.37]}